# C2H2INO2S

The molecule C2H2INO2S at a distorted geometry (ωB97M-V/def2-TZVPD, the OMol25 dataset).

```
9
Properties=species:S:1:pos:R:3:forces:R:3:lowdin_charge:R:1
C 0.97162 0.08298 0.39483 -2.725 4.373 0.471 -0.302
S -0.26808 1.16741 0.07366 2.092 -0.341 -1.671 0.559
H -0.90959 -1.70408 0.11810 0.372 -0.640 -0.177 -0.270
O -0.56052 1.50830 -1.29686 -0.022 -0.695 1.287 -0.310
I -2.24760 -0.87184 0.22828 -1.279 -0.001 0.203 0.843
H 1.61215 0.32844 1.15204 1.176 0.265 2.063 0.067
C 1.04104 -0.84677 -0.52260 1.025 -1.608 -1.273 -0.473
O -0.59835 2.01307 1.14361 -0.503 0.880 1.122 -0.295
N 0.95933 -1.67751 -1.29106 -0.136 -2.233 -2.024 0.181
```
Forces are in eV/Å.

The total charge is 0. The calculation puts the energy above the lowest of the compared OMol25 structures with the same formula, charge and spin at 199.9 kJ/mol. As for the HOMO-LUMO gap: 8.1 eV.


# C2H2INO3

A structure of composition C2H2INO3 at a distorted geometry (ωB97M-V/def2-TZVPD, the OMol25 dataset).

```
9
Properties=species:S:1:pos:R:3:forces:R:3:lowdin_charge:R:1
C -0.13241 -1.12160 0.50933 2.121 0.160 -2.427 -0.462
N -1.04711 0.86169 -0.19539 2.865 0.635 -0.290 0.047
H -0.58893 1.51856 0.43888 0.101 -0.739 0.392 0.043
O 1.45135 -0.76537 -1.73470 -0.202 0.456 0.928 0.044
C 1.19405 -0.39371 -0.65282 -1.767 -1.627 1.429 -0.708
H -1.83383 1.38439 -0.49065 -1.951 -1.002 -0.205 0.090
I 2.26308 1.03322 0.56576 0.411 0.155 -0.132 0.808
O -1.22197 -0.40555 0.41387 -2.231 1.891 0.363 -0.016
O -0.08424 -2.11165 1.14572 0.654 0.073 -0.057 0.155
```
Forces are in eV/Å.

The total charge is 0. The calculation puts the energy above the lowest of the compared OMol25 structures with the same formula, charge and spin at 340.6 kJ/mol. As for the HOMO-LUMO gap: 9.2 eV.


# C2H2INO3

A cluster of 2 separate species, C2H2INO3 in total at a distorted geometry (ωB97M-V/def2-TZVPD, the OMol25 dataset).

```
9
Properties=species:S:1:pos:R:3:forces:R:3:lowdin_charge:R:1
N 1.12776 0.13460 0.13018 0.018 -0.344 -0.474 -0.461
H -0.74295 0.14667 -0.95044 0.854 -0.348 0.744 0.148
O 0.22771 -1.63720 -0.99952 0.160 -0.056 -0.305 -0.041
H 1.07467 1.01174 0.65388 -0.467 -0.471 -0.804 0.050
C 0.14545 -0.49349 -0.64102 -0.189 1.182 0.578 -0.483
O -0.63994 -3.55400 1.14570 -0.290 0.526 -1.224 0.181
I 3.02458 -0.60895 -0.00684 -0.395 0.047 0.248 0.835
C -1.30261 -3.60010 0.18047 -0.171 -1.171 1.472 -0.429
O -2.07530 -3.82493 -0.65670 0.480 0.634 -0.236 0.199
```
Forces are in eV/Å.

The total charge is 0. Its SMILES is O=C=O.O=CNI. The calculation puts the energy above the lowest of the compared OMol25 structures with the same formula, charge and spin at 31.7 kJ/mol. As for the HOMO-LUMO gap: 9.0 eV.


# C2H2INO3

A cluster of 2 separate species, C2H2INO3 in total at a distorted geometry (ωB97M-V/def2-TZVPD, the OMol25 dataset).

```
9
Properties=species:S:1:pos:R:3:forces:R:3:lowdin_charge:R:1
C -0.72414 -0.69068 -0.31044 -0.403 0.659 -0.284 -0.165
N 0.97962 2.26213 1.05600 0.479 -1.742 2.178 0.160
H 1.12447 2.99128 0.39466 -0.331 0.777 -1.200 0.049
I -0.50692 -3.54363 -2.55165 0.005 -0.138 -0.208 0.203
O 0.20614 1.36278 0.41891 -0.599 -0.692 -1.428 -0.108
C 0.17427 -0.02020 0.71133 1.548 -0.049 1.997 -0.371
H -1.12355 0.12436 -0.98965 -0.174 -1.359 -0.059 0.149
O 0.77592 -0.60446 1.56634 -0.563 1.143 -0.892 0.180
O -0.90583 -1.88157 -0.29549 0.037 1.399 -0.104 -0.096
```
Forces are in eV/Å.

The spin multiplicity is 3. The total charge is 0. The calculation puts the energy above the lowest of the compared OMol25 structures with the same formula, charge and spin at 187.6 kJ/mol. As for the HOMO-LUMO gap (spin up / spin down): 8.7 / 6.9 eV.


# C2H2INP2

The molecule C2H2INP2 at a distorted geometry (ωB97M-V/def2-TZVPD, the OMol25 dataset).

```
8
Properties=species:S:1:pos:R:3:forces:R:3:lowdin_charge:R:1
C -2.07603 1.18730 -0.21723 -2.397 3.346 0.629 -0.417
P 1.49887 -1.25212 -0.03288 -0.630 -1.833 0.961 -0.069
H -1.20326 -0.34669 -1.20848 0.008 -1.997 -1.688 0.006
I 3.82004 -0.62126 0.01850 0.248 0.209 0.207 0.236
C -1.07557 0.32534 -0.44859 6.083 -0.175 3.431 -0.417
P 0.47509 0.54185 0.57982 -3.722 0.177 -1.845 0.597
N -2.79627 2.08083 -0.04626 0.052 -0.727 -0.010 0.166
H 1.35713 -1.91524 1.35512 0.358 1.000 -1.684 -0.101
```
Forces are in eV/Å.

The total charge is 0. Its SMILES is N#CC=P#[PH]I. The calculation puts the energy above the lowest of the compared OMol25 structures with the same formula, charge and spin at 68.6 kJ/mol. As for the HOMO-LUMO gap (spin up / spin down): 7.2 / 7.2 eV.


# C2H2INS2

A cluster of 2 separate species, C2H2INS2 in total at a distorted geometry (ωB97M-V/def2-TZVPD, the OMol25 dataset).

```
8
Properties=species:S:1:pos:R:3:forces:R:3:lowdin_charge:R:1
C -0.63247 -0.31222 0.37339 0.364 -0.724 0.229 -0.570
I 1.02437 -2.84653 1.75984 -0.031 -0.014 0.030 0.156
H 0.89008 -0.71500 -1.11706 -0.232 0.285 1.028 0.084
N -1.57122 -0.33221 1.01932 -1.002 -0.705 0.856 0.149
S -1.32148 2.27727 -0.30618 -0.156 1.097 -0.654 0.236
H 1.26623 0.51760 0.23331 -0.458 -0.641 -0.598 0.101
S -0.13798 1.35728 -1.54573 -0.318 0.537 0.236 0.416
C 0.48246 0.05381 -0.41690 1.833 0.164 -1.128 -0.571
```
Forces are in eV/Å.

The total charge is 0. The calculation puts the energy above the lowest of the compared OMol25 structures with the same formula, charge and spin at 123.6 kJ/mol. As for the HOMO-LUMO gap (spin up / spin down): 7.4 / 5.8 eV.


- Number 4 is which compound?
  C2H2INO3